# 1
This record from the OMol25 dataset describes C25H21Cl3N4OS2SiSr as an isolated structure at a distorted geometry. The level of theory is ωB97M-V with the def2-TZVPD basis set.

ORCA input file:
```
! wB97M-V def2-TZVPD RIJCOSX def2/J DEFGRID3
* xyz 0 1
Sr 0.660 -0.065 0.674
N 0.767 -4.282 -1.311
C 0.305 -3.177 -0.663
S 0.207 -1.735 -1.577
N -0.103 -3.311 0.563
N -0.166 -2.311 1.414
C -1.137 -2.257 2.277
C -2.294 -3.181 2.179
C -2.119 -4.548 2.363
C -3.189 -5.413 2.222
C -4.438 -4.921 1.878
C -4.612 -3.560 1.679
C -3.549 -2.689 1.832
C -1.040 -1.307 3.375
C -2.068 -1.167 4.320
C -1.900 -0.305 5.385
C -0.703 0.387 5.506
C 0.259 0.194 4.526
N 0.104 -0.611 3.487
H 0.709 -4.268 -2.316
H 0.672 -5.174 -0.850
H -1.140 -4.916 2.628
H -3.045 -6.471 2.383
H -5.276 -5.594 1.766
H -5.583 -3.178 1.402
H -3.681 -1.627 1.678
H -2.981 -1.728 4.212
H -2.683 -0.178 6.119
H -0.533 1.060 6.332
H 1.213 0.703 4.591
O 2.128 0.916 -0.693
S 1.201 1.443 -1.718
C 1.966 1.139 -3.323
C 1.107 1.011 -4.402
C 1.621 0.689 -5.646
C 2.986 0.502 -5.801
C 3.839 0.661 -4.720
C 3.330 0.985 -3.474
C 1.508 3.214 -1.772
C 0.568 3.990 -2.425
C 0.731 5.362 -2.457
C 1.834 5.937 -1.843
C 2.769 5.149 -1.194
C 2.606 3.775 -1.152
H 0.044 1.138 -4.264
H 0.952 0.566 -6.485
H 3.390 0.222 -6.763
H 4.903 0.524 -4.845
H 3.978 1.100 -2.618
H -0.290 3.523 -2.885
H -0.008 5.978 -2.947
H 1.962 7.009 -1.858
H 3.622 5.604 -0.714
H 3.305 3.140 -0.629
Cl -1.820 2.661 3.106
Si -0.639 2.359 1.416
Cl 1.138 3.286 1.974
Cl -1.388 3.745 0.058
*
```

Summary:
Orbital gap = 7.43 eV
LUMO level = -0.1 eV
Electronic energy = -3756.87588 Eh

For reference, the Löwdin charges in units of e are: number 1, Sr, carries 1.06; number 2, N, carries 0.06; number 3, C, carries -0.92; number 4, S, carries 0.51; number 5, N, carries -0.03; number 6, N, carries -0.10; number 7, C, carries -0.21; number 8, C, carries -0.19; number 9, C, carries -0.03; number 10, C, carries -0.08; number 11, C, carries -0.09; number 12, C, carries -0.08; number 13, C, carries -0.04; number 14, C, carries -0.23; number 15, C, carries 0.00; number 16, C, carries -0.06; number 17, C, carries -0.08; number 18, C, carries -0.16; number 19, N, carries 0.06; number 20, H, carries 0.07; number 21, H, carries 0.09; number 22, H, carries 0.11; number 23, H, carries 0.10; number 24, H, carries 0.10; number 25, H, carries 0.10; number 26, H, carries 0.12; number 27, H, carries 0.11; number 28, H, carries 0.11; number 29, H, carries 0.11; number 30, H, carries 0.11; number 31, O, carries -0.74; number 32, S, carries 0.88; number 33, C, carries -0.36; number 34, C, carries -0.08; number 35, C, carries -0.07; number 36, C, carries -0.07; number 37, C, carries -0.06; number 38, C, carries -0.05; number 39, C, carries -0.40; number 40, C, carries -0.14; number 41, C, carries -0.08; number 42, C, carries -0.07; number 43, C, carries -0.07; number 44, C, carries -0.09; number 45, H, carries 0.11; number 46, H, carries 0.11; number 47, H, carries 0.11; number 48, H, carries 0.11; number 49, H, carries 0.12; number 50, H, carries 0.11; number 51, H, carries 0.11; number 52, H, carries 0.11; number 53, H, carries 0.11; number 54, H, carries 0.11; number 55, Cl, carries 0.16; number 56, Si, carries -0.75; number 57, Cl, carries 0.17; number 58, Cl, carries 0.19

---

# 2
This record from the OMol25 dataset describes C22H27CoN3SSb2 as an isolated structure. The level of theory is ωB97M-V with the def2-TZVPD basis set.

ORCA input file:
```
! wB97M-V def2-TZVPD RIJCOSX def2/J DEFGRID3
* xyz 2 2
Co 0.222 -1.231 0.443
N 3.919 -2.042 1.735
C 4.391 -1.660 0.482
C 5.676 -1.601 -0.046
C 5.779 -1.178 -1.355
C 4.645 -0.838 -2.115
C 3.375 -0.903 -1.584
C 3.261 -1.311 -0.257
N 2.141 -1.465 0.558
C 2.585 -1.914 1.719
C 1.613 -2.195 2.762
C 1.746 -2.628 4.040
S 0.209 -2.765 4.766
C -0.523 -2.243 3.331
N 0.308 -1.975 2.357
H 4.478 -2.379 2.503
H 6.549 -1.876 0.529
H 6.755 -1.117 -1.814
H 4.779 -0.531 -3.143
H 2.502 -0.673 -2.182
H 2.645 -2.866 4.586
H -1.595 -2.144 3.246
C -3.394 -2.818 0.883
Sb -2.288 -1.195 0.079
C -2.874 -1.207 -1.949
C -3.334 0.526 0.832
C -3.327 1.643 -0.173
C -4.418 1.770 -1.032
C -4.473 2.770 -1.987
C -3.428 3.677 -2.089
C -2.344 3.568 -1.236
C -2.269 2.557 -0.277
C -1.053 2.499 0.604
Sb 0.455 1.210 -0.223
C 2.260 2.033 0.520
C 0.433 1.807 -2.251
H -4.422 -2.727 0.537
H -3.385 -2.803 1.970
H -2.976 -3.760 0.533
H -3.960 -1.238 -2.012
H -2.452 -2.085 -2.436
H -2.513 -0.304 -2.437
H -2.891 0.797 1.789
H -4.350 0.177 1.020
H -5.249 1.082 -0.932
H -5.335 2.853 -2.635
H -3.466 4.477 -2.816
H -1.543 4.296 -1.296
H -1.262 2.166 1.619
H -0.572 3.475 0.667
H 2.247 3.108 0.345
H 3.107 1.586 0.006
H 2.334 1.839 1.589
H 0.691 2.864 -2.293
H -0.565 1.660 -2.657
H 1.156 1.233 -2.825
*
```

Summary:
Orbital gap (spin up / spin down) = 6.75 / 7.65 eV
LUMO level (spin up / spin down) = -7.0 / -6.1 eV
Electronic energy = -3279.73645 Eh

For reference, the Löwdin charges in units of e are: number 1, Co, carries 0.14; number 2, N, carries 0.22; number 3, C, carries -0.16; number 4, C, carries 0.02; number 5, C, carries -0.04; number 6, C, carries -0.05; number 7, C, carries -0.02; number 8, C, carries -0.22; number 9, N, carries 0.04; number 10, C, carries -0.24; number 11, C, carries -0.28; number 12, C, carries -0.28; number 13, S, carries 1.16; number 14, C, carries -0.41; number 15, N, carries -0.05; number 16, H, carries 0.19; number 17, H, carries 0.13; number 18, H, carries 0.12; number 19, H, carries 0.12; number 20, H, carries 0.10; number 21, H, carries 0.10; number 22, H, carries 0.08; number 23, C, carries -0.28; number 24, Sb, carries 1.38; number 25, C, carries -0.26; number 26, C, carries -0.28; number 27, C, carries -0.30; number 28, C, carries -0.05; number 29, C, carries -0.05; number 30, C, carries -0.05; number 31, C, carries -0.05; number 32, C, carries -0.30; number 33, C, carries -0.28; number 34, Sb, carries 1.42; number 35, C, carries -0.26; number 36, C, carries -0.25; number 37, H, carries 0.03; number 38, H, carries 0.00; number 39, H, carries 0.02; number 40, H, carries 0.03; number 41, H, carries 0.02; number 42, H, carries 0.01; number 43, H, carries 0.06; number 44, H, carries 0.08; number 45, H, carries 0.12; number 46, H, carries 0.12; number 47, H, carries 0.12; number 48, H, carries 0.12; number 49, H, carries 0.06; number 50, H, carries 0.08; number 51, H, carries 0.03; number 52, H, carries 0.01; number 53, H, carries 0.02; number 54, H, carries 0.03; number 55, H, carries 0.01; number 56, H, carries 0.01

---

> Among the records above, which one has the lowest electronic energy?

C25H21Cl3N4OS2SiSr